Entry from the OMol25 dataset: a structure of composition C60H84N3O3PS3SeSr at a distorted geometry (ωB97M-V with the def2-TZVPD basis set).

Each line ends with the Löwdin charge.
CARTESIAN COORDINATES (ANGSTROEM)
Sr1 0.4228 -0.8984 1.4918  1.17
C1 5.5707 3.3491 -3.2114  -0.06
C2 4.7980 2.1782 -3.8446  -0.57
C3 5.7803 1.3020 -4.6331  -0.06
C4 3.7838 2.7601 -4.8315  -0.08
C5 4.1169 1.3551 -2.7515  -0.20
C6 2.7335 1.2413 -2.6217  -0.08
C7 2.1846 0.5028 -1.5938  -0.40
Se1 0.2689 0.3310 -1.4448  1.08
C8 0.1944 -1.4071 -2.2730  -0.40
C9 0.1201 -1.4845 -3.6521  -0.08
C10 0.2072 -2.7120 -4.3051  -0.20
C11 0.4647 -3.8171 -3.4938  -0.02
C12 0.5760 -3.7863 -2.1071  -0.09
C13 0.3194 -2.5508 -1.4255  -0.43
O1 0.1791 -2.4408 -0.1625  -0.36
C14 1.0058 -5.1034 -1.4137  -0.52
C15 -0.0599 -6.1855 -1.6387  -0.06
C16 2.3342 -5.5762 -2.0327  -0.06
C17 1.2530 -4.9841 0.0986  -0.05
C18 0.0891 -2.8820 -5.8228  -0.57
C19 -1.0743 -3.8306 -6.1488  -0.06
C20 -0.1715 -1.5480 -6.5245  -0.08
C21 1.3907 -3.4714 -6.3929  -0.06
C22 2.9615 -0.1743 -0.6034  -0.42
O2 2.3623 -0.8066 0.3347  -0.33
C23 4.3773 -0.0522 -0.7336  -0.08
C24 4.8834 0.6996 -1.7911  -0.02
C25 5.4104 -0.6418 0.2574  -0.53
C26 6.3863 -1.5526 -0.5036  -0.06
C27 4.8165 -1.4794 1.4006  -0.06
C28 6.1914 0.5142 0.9092  -0.05
H1 6.0387 3.9753 -3.9857  0.07
H2 6.3586 2.9845 -2.5427  0.07
H3 4.8926 3.9728 -2.6195  0.09
H4 6.2726 1.8882 -5.4205  0.07
H5 5.2521 0.4644 -5.1005  0.09
H6 6.5570 0.8881 -3.9821  0.07
H7 4.3099 3.3200 -5.6131  0.07
H8 3.0888 3.4448 -4.3327  0.08
H9 3.1974 1.9681 -5.3117  0.08
H10 2.0545 1.7274 -3.3125  0.09
H11 0.0065 -0.5552 -4.2009  0.09
H12 0.5999 -4.7817 -3.9837  0.09
H13 -0.2008 -6.3923 -2.7053  0.07
H14 -1.0252 -5.8686 -1.2302  0.06
H15 0.2339 -7.1212 -1.1443  0.08
H16 2.2335 -5.8133 -3.0954  0.07
H17 2.6904 -6.4773 -1.5160  0.07
H18 3.0937 -4.7942 -1.9321  0.09
H19 0.3505 -4.7089 0.6423  0.06
H20 1.9926 -4.2141 0.3177  0.09
H21 1.6204 -5.9501 0.4701  0.08
H22 -2.0103 -3.4351 -5.7406  0.09
H23 -0.9101 -4.8209 -5.7104  0.07
H24 -1.1882 -3.9502 -7.2358  0.07
H25 -1.1021 -1.0875 -6.1718  0.09
H26 -0.2573 -1.7107 -7.6057  0.08
H27 0.6468 -0.8396 -6.3503  0.08
H28 1.5933 -4.4642 -5.9754  0.07
H29 2.2385 -2.8247 -6.1426  0.09
H30 1.3311 -3.5664 -7.4869  0.07
H31 5.9684 0.7922 -1.8645  0.09
H32 5.8514 -2.4180 -0.9133  0.09
H33 7.1688 -1.9189 0.1757  0.08
H34 6.8726 -1.0332 -1.3357  0.07
H35 4.2313 -2.3186 1.0252  0.08
H36 4.1557 -0.8884 2.0341  0.07
H37 5.6455 -1.8642 2.0131  0.08
H38 6.7864 1.0691 0.1746  0.07
H39 6.8729 0.1281 1.6805  0.08
H40 5.4956 1.2171 1.3818  0.08
S1 -2.0525 0.0555 2.0774  0.51
C29 -2.5711 1.7191 2.4060  -0.62
N1 -3.7393 2.1334 1.6766  -0.14
C30 -4.1747 3.5019 1.8768  -0.14
C31 -3.9940 3.8938 3.3410  -0.16
N2 -2.6056 3.7904 3.7140  -0.16
C32 -1.8830 5.0569 3.7230  -0.16
C33 -2.0102 5.8850 2.4480  -0.20
C34 -2.5535 7.1662 2.4754  -0.06
C35 -2.7481 7.8989 1.3031  -0.11
C36 -2.3970 7.3510 0.0785  -0.11
C37 -1.8392 6.0771 0.0367  -0.08
C38 -1.6489 5.3530 1.2079  -0.05
C39 -1.9481 2.5911 3.2507  -0.50
S2 -0.4026 2.2240 4.1340  0.80
C40 -4.8431 1.1994 1.5391  -0.19
C41 -5.5587 1.3720 0.2207  -0.21
C42 -4.8308 1.2354 -0.9592  -0.02
C43 -5.4469 1.3895 -2.1943  -0.09
C44 -6.8068 1.6873 -2.2702  -0.12
C45 -7.5396 1.8259 -1.0993  -0.11
C46 -6.9125 1.6681 0.1382  -0.06
H41 -5.2185 3.6015 1.5742  0.12
H42 -3.5912 4.1788 1.2541  0.10
H43 -4.5901 3.2160 3.9673  0.12
H44 -4.3446 4.9151 3.5071  0.12
H45 -0.8440 4.8087 3.9106  0.07
H46 -2.2386 5.6547 4.5652  0.11
H47 -2.8233 7.5994 3.4353  0.10
H48 -3.1766 8.8935 1.3503  0.09
H49 -2.5667 7.9052 -0.8381  0.09
H50 -1.5554 5.6387 -0.9149  0.11
H51 -1.2425 4.3466 1.1615  0.12
H52 -5.5568 1.2720 2.3757  0.12
H53 -4.4033 0.2120 1.5765  0.03
H54 -3.7673 1.0111 -0.8928  0.12
H55 -4.8629 1.2771 -3.1033  0.10
H56 -7.2877 1.8086 -3.2340  0.09
H57 -8.5965 2.0621 -1.1447  0.09
H58 -7.4843 1.7801 1.0550  0.10
C47 -2.7806 -5.0015 1.2556  -0.31
P1 -2.6639 -3.1799 0.9255  0.83
C48 -4.4079 -2.7428 1.3720  -0.31
C49 -2.8987 -3.2138 -0.8987  -0.28
H59 -3.6576 -5.4452 0.7734  0.03
H60 -2.8434 -5.1685 2.3357  0.02
H61 -1.8797 -5.5039 0.8899  0.01
H62 -5.1028 -3.5491 1.1022  0.03
H63 -4.6917 -1.8385 0.8246  0.02
H64 -4.4901 -2.5245 2.4421  0.02
H65 -3.8293 -3.7203 -1.1693  0.04
H66 -2.0533 -3.7101 -1.3804  0.02
H67 -2.9189 -2.1859 -1.2676  0.04
C50 0.8068 -0.9025 5.7354  -0.22
S3 -0.0636 -0.7372 4.1543  0.74
O3 0.5234 -1.9424 3.4159  -0.74
C51 -1.5832 -1.4197 4.9053  -0.40
C52 -2.3781 -0.6341 5.7365  -0.09
C53 -3.5495 -1.1659 6.2653  -0.09
C54 -3.9176 -2.4807 5.9860  -0.11
C55 -3.0996 -3.2637 5.1805  -0.10
C56 -1.9315 -2.7340 4.6371  -0.09
H68 0.7769 -1.9568 6.0084  0.06
H69 0.3176 -0.2758 6.4812  0.05
H70 1.8356 -0.5642 5.5691  0.05
H71 -2.0968 0.4006 5.9205  0.10
H72 -4.1815 -0.5485 6.8931  0.09
H73 -4.8390 -2.8895 6.3871  0.09
H74 -3.3783 -4.2886 4.9621  0.09
H75 -1.2926 -3.3213 3.9846  0.10
C57 3.1413 2.1674 3.6005  -0.08
C58 1.9129 2.6537 2.8149  -0.73
C59 2.2309 2.5474 1.3216  -0.06
C60 1.7192 4.1293 3.1591  -0.10
N3 0.7747 1.7331 3.1027  -0.46
H76 4.0509 2.7358 3.3487  0.07
H77 3.3163 1.1090 3.3734  0.06
H78 2.9518 2.2609 4.6756  0.07
H79 3.0460 3.2215 1.0195  0.08
H80 1.3353 2.7870 0.7364  0.08
H81 2.5266 1.5252 1.0769  0.05
H82 2.6022 4.7027 2.8503  0.08
H83 1.5744 4.2717 4.2332  0.06
H84 0.8577 4.5366 2.6428  0.05

Results
Energy above the lowest of the compared OMol25 structures with the same formula, charge and spin   57.03 kcal per mole
Energy   -182176.2328 eV
Gap between HOMO and LUMO   5.246 eV
Total charge   -2